Record 1
{"formula": "C4H13NOS", "method": "ωB97M-V/def2-TZVPD", "charge": 0, "relative_energy_kj_mol": 96.1, "homo_ha": -0.32470, "smiles": "CCNCCS.O", "e_tot_ha": -688.35213, "spin_multiplicity": 1, "molar_mass_g_mol": 123.22, "elements": ["C", "C", "N", "C", "C", "S", "H", "H", "H", "H", "H", "H", "H", "H", "H", "H", "H", "O", "H", "H"], "positions_angstrom": [[-1.175, -0.603, 2.882], [-0.289, 0.510, 2.288], [0.745, -0.053, 1.376], [0.147, -0.918, 0.373], [1.131, -1.191, -0.750], [1.174, 0.130, -1.994], [-1.631, -0.140, 3.756], [-0.554, -1.418, 3.242], [-1.943, -0.961, 2.199], [-0.978, 1.024, 1.612], [0.203, 1.032, 3.097], [1.053, 0.750, 0.829], [-0.159, -1.877, 0.807], [-0.768, -0.498, -0.071], [0.938, -2.152, -1.229], [2.118, -1.271, -0.277], [2.282, -0.284, -2.585], [-2.207, 1.737, -1.567], [-2.444, 0.838, -1.298], [-3.026, 2.237, -1.600]], "lowdin_charge": [-0.112, -0.258, -0.085, -0.358, -0.561, 0.707, 0.067, 0.073, 0.065, 0.102, 0.107, 0.086, 0.113, 0.092, 0.068, 0.077, -0.163, -0.074, 0.025, 0.031]}



Record 2
{"formula": "C4H13NOS", "method": "ωB97M-V/def2-TZVPD", "charge": 0, "relative_energy_kj_mol": 160.6, "homo_ha": -0.31294, "smiles": "CN[C@H](C)CS.O", "e_tot_ha": -688.32755, "spin_multiplicity": 1, "molar_mass_g_mol": 123.22, "elements": ["C", "N", "C", "C", "C", "S", "H", "H", "H", "H", "H", "H", "H", "H", "H", "H", "H", "O", "H", "H"], "positions_angstrom": [[0.498, -0.819, -2.122], [0.117, -0.662, -0.746], [-0.735, 0.478, -0.419], [-0.067, 1.871, -0.535], [-0.963, 0.317, 1.178], [-2.408, 1.148, 1.952], [0.814, -1.896, -2.388], [-0.333, -0.653, -2.851], [1.323, -0.112, -2.396], [0.913, -0.849, -0.175], [-1.683, 0.539, -1.008], [0.422, 2.136, -1.481], [-0.792, 2.631, -0.167], [0.727, 1.778, 0.119], [-1.266, -0.755, 1.279], [0.052, 0.384, 1.675], [-2.042, 2.323, 1.426], [1.989, -2.324, 2.073], [1.036, -2.536, 2.127], [2.396, -2.999, 2.460]], "lowdin_charge": [-0.158, -0.123, -0.423, -0.082, -0.546, 0.692, 0.096, 0.083, 0.076, 0.089, 0.142, 0.076, 0.067, 0.039, 0.054, 0.091, -0.175, -0.009, 0.059, -0.049]}



Record 3
{"formula": "C4H13NOS", "method": "ωB97M-V/def2-TZVPD", "charge": 0, "relative_energy_kj_mol": 162.6, "homo_ha": -0.32008, "smiles": "NCCS.CCO", "e_tot_ha": -688.32679, "spin_multiplicity": 1, "molar_mass_g_mol": 123.22, "elements": ["N", "C", "C", "S", "H", "H", "H", "H", "H", "H", "H", "C", "C", "O", "H", "H", "H", "H", "H", "H"], "positions_angstrom": [[-1.851, -0.574, -0.437], [-0.754, -1.377, -1.034], [0.624, -0.995, -0.494], [1.892, -2.150, -1.120], [-2.499, -0.264, -1.146], [-2.383, -1.013, 0.301], [-0.948, -2.423, -0.781], [-0.771, -1.312, -2.122], [0.614, -1.030, 0.592], [0.815, 0.036, -0.779], [2.167, -2.737, 0.063], [-0.579, 2.599, 2.428], [-0.225, 2.608, 0.948], [-0.822, 1.566, 0.258], [-0.128, 3.443, 2.960], [-0.213, 1.676, 2.885], [-1.660, 2.638, 2.565], [-0.546, 3.557, 0.503], [0.866, 2.545, 0.836], [-1.330, 0.636, 0.074]], "lowdin_charge": [0.020, -0.297, -0.568, 0.696, 0.109, 0.113, 0.100, 0.113, 0.076, 0.063, -0.147, -0.105, -0.380, -0.209, 0.066, 0.065, 0.066, 0.100, 0.100, 0.017]}



Record 4
{"formula": "C4H13NOS", "method": "ωB97M-V/def2-TZVPD", "charge": 0, "relative_energy_kj_mol": 95.4, "homo_ha": -0.31305, "smiles": "CCNCCS.O", "e_tot_ha": -688.35237, "spin_multiplicity": 1, "molar_mass_g_mol": 123.22, "elements": ["C", "C", "N", "C", "C", "S", "H", "H", "H", "H", "H", "H", "H", "H", "H", "H", "H", "O", "H", "H"], "positions_angstrom": [[-1.687, 0.987, -0.259], [-0.461, 1.631, 0.437], [0.855, 0.991, 0.488], [1.150, -0.149, 1.384], [0.240, -1.363, 1.416], [0.124, -2.273, -0.183], [-2.190, 0.229, 0.322], [-1.393, 0.736, -1.276], [-2.452, 1.784, -0.300], [-0.292, 2.554, -0.135], [-0.686, 1.886, 1.479], [1.197, 0.866, -0.455], [2.175, -0.428, 1.141], [1.135, 0.272, 2.402], [-0.771, -1.045, 1.651], [0.696, -2.107, 2.066], [-1.041, -1.879, -0.679], [1.034, -0.540, -3.107], [0.607, -1.151, -3.705], [1.760, -1.002, -2.688]], "lowdin_charge": [-0.106, -0.280, -0.090, -0.300, -0.521, 0.688, 0.046, 0.065, 0.072, 0.106, 0.109, 0.087, 0.107, 0.111, 0.057, 0.058, -0.174, -0.077, 0.028, 0.016]}



Record 5
{"formula": "C4H13NOS", "method": "ωB97M-V/def2-TZVPD", "charge": 0, "relative_energy_kj_mol": 196.2, "homo_ha": -0.33359, "smiles": "C[C@@H](N)CCS.O", "e_tot_ha": -688.31400, "spin_multiplicity": 1, "molar_mass_g_mol": 123.22, "elements": ["C", "C", "N", "C", "C", "S", "H", "H", "H", "H", "H", "H", "H", "H", "H", "H", "H", "O", "H", "H"], "positions_angstrom": [[1.944, -1.058, 0.430], [0.590, -0.484, 0.364], [0.674, 0.793, -0.504], [-0.520, -1.420, -0.197], [-2.011, -0.926, -0.345], [-2.836, -1.107, 1.377], [2.259, -1.237, -0.673], [1.717, -2.141, 0.846], [2.729, -0.416, 0.758], [0.277, -0.086, 1.455], [1.598, 0.937, -0.932], [0.158, 0.423, -1.382], [-0.334, -1.836, -1.197], [-0.663, -2.191, 0.619], [-1.927, 0.115, -0.695], [-2.697, -1.624, -0.914], [-1.885, -0.318, 1.933], [-0.051, 4.170, -0.241], [0.419, 5.022, -0.397], [0.560, 3.383, -0.305]], "lowdin_charge": [-0.111, -0.485, 0.002, -0.280, -0.481, 0.641, 0.104, 0.123, 0.063, 0.155, 0.056, 0.091, 0.110, 0.088, 0.062, 0.073, -0.162, -0.114, 0.042, 0.022]}



Record 6
{"formula": "C4H13NOS", "method": "ωB97M-V/def2-TZVPD", "charge": 0, "relative_energy_kj_mol": 188.8, "homo_ha": -0.32902, "smiles": "CN[C@@H](C)CS.O", "e_tot_ha": -688.31682, "spin_multiplicity": 1, "molar_mass_g_mol": 123.22, "elements": ["C", "N", "C", "C", "C", "S", "H", "H", "H", "H", "H", "H", "H", "H", "H", "H", "H", "O", "H", "H"], "positions_angstrom": [[1.639, -1.626, 0.836], [0.631, -0.942, -0.023], [-0.230, -0.031, 0.794], [0.206, 1.387, 0.689], [-1.719, -0.117, 0.254], [-2.859, 0.993, 1.213], [2.486, -1.886, 0.282], [1.154, -2.606, 1.210], [1.902, -1.038, 1.713], [1.079, -0.380, -0.738], [-0.181, -0.469, 1.763], [-0.004, 2.139, 1.479], [-0.210, 1.892, -0.260], [1.317, 1.555, 0.515], [-1.969, -1.268, 0.450], [-2.050, 0.050, -0.884], [-2.071, 0.683, 2.218], [0.396, 0.655, -4.198], [-0.163, -0.118, -3.935], [0.646, 1.129, -3.378]], "lowdin_charge": [-0.115, -0.097, -0.509, -0.131, -0.531, 0.672, 0.048, 0.105, 0.069, 0.085, 0.106, 0.073, 0.100, 0.090, 0.101, 0.103, -0.164, -0.088, 0.052, 0.032]}